No. 1
Density functional theory data (ωB97M-V/def2-TZVPD) for a 2-piece molecular cluster, C24H26Cl2N2O2S overall in a non-equilibrium geometry.

Its molecular weight is 477.46 g/mol. Its total charge is 0. The calculation puts the lowest unoccupied orbital energy at -2.5 eV. The HOMO energy is -5.427 eV.

Bonds (Å) are listed after each position.
Cartesian coordinates (Å):
1 C -5.82292 -1.30770 2.82030  N2 1.450, H20 1.098, H21 1.103, H22 1.099
2 N -5.19740 -0.67139 3.96388  C1 1.450, C3 1.450, C4 1.394
3 C -5.76366 -1.03993 5.24689  N2 1.450, H23 1.096, H24 1.098, H25 1.106
4 C -3.91017 -0.14121 3.89970  N2 1.394, C5 1.418, C19 1.413
5 C -3.69168 1.19199 4.32888  C4 1.418, C6 1.373, H26 1.091
6 C -2.42696 1.72558 4.30107  C5 1.373, C7 1.428, H27 1.091
7 C -1.29620 0.93902 3.92301  C6 1.428, C8 1.421, C18 1.427
8 C -0.01949 1.56135 3.88113  C7 1.421, C9 1.419, H28 1.094
9 C 1.25035 0.93631 3.97708  C8 1.419, C10 1.430, C17 1.430
10 C 2.39642 1.70111 3.59428  C9 1.430, C11 1.373, H29 1.091
11 C 3.66196 1.16984 3.63994  C10 1.373, C12 1.419, H30 1.091
12 C 3.86575 -0.14352 4.13604  C11 1.419, N13 1.391, C16 1.414
13 N 5.14998 -0.67711 4.13710  C12 1.391, C14 1.450, C15 1.450
14 C 5.71788 -1.31264 5.31028  N13 1.450, H31 1.098, H32 1.103, H33 1.099
15 C 5.79354 -1.02648 2.88589  N13 1.450, H34 1.096, H35 1.098, H36 1.106
16 C 2.75426 -0.89934 4.57640  C12 1.414, C17 1.384, H37 1.093
17 C 1.47283 -0.38784 4.47046  C9 1.430, C16 1.384, H38 1.090
18 C -1.52994 -0.40606 3.50814  C7 1.427, C19 1.383, H39 1.090
19 C -2.81396 -0.91840 3.46158  C4 1.413, C18 1.383, H40 1.092
20 H -5.50367 -0.80433 1.89767  C1 1.098
21 H -5.57447 -2.38043 2.75338  C1 1.103
22 H -6.91223 -1.20773 2.93080  C1 1.099
23 H -5.34444 -0.39592 6.02901  C3 1.096
24 H -6.85424 -0.92104 5.20459  C3 1.098
25 H -5.54127 -2.09416 5.49542  C3 1.106
26 H -4.55438 1.78270 4.64034  C5 1.091
27 H -2.26032 2.76388 4.59030  C6 1.091
28 H -0.01426 2.65529 3.88528  C8 1.094
29 H 2.24133 2.72165 3.24074  C10 1.091
30 H 4.53481 1.74853 3.33369  C11 1.091
31 H 5.36282 -0.80279 6.21613  C14 1.098
32 H 5.45779 -2.38271 5.37172  C14 1.103
33 H 6.81169 -1.22180 5.24779  C14 1.099
34 H 5.41052 -0.38288 2.08509  C15 1.096
35 H 6.87850 -0.89427 2.99129  C15 1.098
36 H 5.60119 -2.08209 2.61803  C15 1.106
37 H 2.92422 -1.91298 4.94698  C16 1.093
38 H 0.62617 -0.99570 4.79014  C17 1.090
39 H -0.68975 -1.02768 3.19733  C18 1.090
40 H -2.99585 -1.94630 3.13968  C19 1.092
41 Cl 0.15880 5.14198 -7.14977  C42 1.719
42 C 0.45056 4.66558 -5.52415  Cl41 1.719, C43 1.400, C52 1.400
43 C 1.02221 3.41684 -5.25208  C42 1.400, C44 1.400, H53 1.086
44 C 1.24112 3.02245 -3.92635  C43 1.400, C45 1.392, H54 1.088
45 C 0.89007 3.88118 -2.88804  C44 1.392, S46 1.825, C51 1.392
46 S 1.13900 3.36184 -1.15657  C45 1.825, C47 1.722, O49 1.449, O50 1.448
47 C -0.37979 2.69698 -0.68968  S46 1.722, Cl48 1.642, H55 1.083
48 Cl -0.70005 2.21476 0.84702  C47 1.642
49 O 2.16272 2.33901 -1.22882  S46 1.449
50 O 1.40190 4.58798 -0.43287  S46 1.448
51 C 0.32796 5.12726 -3.14867  C45 1.392, C52 1.400, H56 1.088
52 C 0.10702 5.52357 -4.47268  C42 1.400, C51 1.400, H57 1.086
53 H 1.29372 2.75719 -6.07072  C43 1.086
54 H 1.69592 2.05686 -3.71460  C44 1.088
55 H -1.12368 2.54069 -1.46145  C47 1.083
56 H 0.07230 5.79735 -2.33050  C51 1.088
57 H -0.32977 6.49401 -4.68668  C52 1.086

=====

No. 2
Density functional theory data (ωB97M-V/def2-TZVPD) for an isolated ion of composition C6H9N2 and charge +1 in a non-equilibrium geometry.

Its molecular weight is 109.15 g/mol. The energy above the lowest of the compared OMol25 structures with the same formula, charge and spin comes out at 6.137 eV. Its total charge is +1. The calculation puts the lowest unoccupied orbital energy (alpha / beta) at -7.2 / -7.2 eV. The HOMO energy (alpha / beta) is -15.344 / -15.344 eV.

Bonds (Å) are listed after each position.
Cartesian coordinates (Å):
1 C 0.78002 -2.61641 -0.02386  N7 1.185
2 C 0.94006 0.26682 0.18723  C3 1.431, N8 1.341, H9 1.038
3 C -0.26194 -0.50669 0.25957  C2 1.431, C6 1.445, N7 1.349
4 C -2.75550 -0.56882 -0.22722  C6 1.496, H10 1.054, H11 1.213, H12 1.140
5 C 3.29762 0.15506 -0.14079  N8 1.358, H13 1.145, H14 1.104, H15 1.168
6 C -1.53013 0.18221 0.18830  C3 1.445, C4 1.496, H16 1.082, H17 1.017
7 N -0.09688 -1.84250 0.16548  C1 1.185, C3 1.349
8 N 2.06735 -0.41450 -0.06180  C2 1.341, C5 1.358
9 H 0.83662 1.29670 0.26823  C2 1.038
10 H -3.13238 -1.22360 0.50790  C4 1.054
11 H -2.41901 -1.22030 -1.19408  C4 1.213
12 H -3.57902 0.11452 -0.61894  C4 1.140
13 H 3.51144 1.21196 0.24345  C5 1.145
14 H 3.93115 -0.50595 0.47616  C5 1.104
15 H 3.78828 -0.26349 -1.11430  C5 1.168
16 H -1.50062 0.72628 1.12352  C6 1.082
17 H -1.33071 0.93938 -0.46107  C6 1.017

=====

No. 3
Density functional theory data (ωB97M-V/def2-TZVPD) for a 2-piece molecular cluster, C13H27B2Cl4N7O3 overall in a non-equilibrium geometry.

Its molecular weight is 492.84 g/mol. As for the SMILES: CC(C)[C@H](C)CO[C@](C#N)(B(N)O)[C@@](C#N)(CC(N)(N)N)B(N)O.ClC(Cl)(Cl)Cl. Its total charge is 0. The calculation puts the lowest unoccupied orbital energy at -0.2 eV. The HOMO energy is -8.830 eV.

Bonds (Å) are listed after each position.
Cartesian coordinates (Å):
1 C -0.90047 -2.08293 4.02418  C2 1.568, H25 1.105, H26 1.103, H27 1.109
2 C -1.21834 -1.71948 2.53198  C1 1.568, C3 1.567, C4 1.585, H28 1.107
3 C -2.13322 -0.44792 2.47916  C2 1.567, H29 1.102, H30 1.108, H31 1.104
4 C 0.14685 -1.38499 1.79912  C2 1.585, C5 1.559, C6 1.584, H32 1.112
5 C 0.80893 -0.06760 2.30463  C4 1.559, H33 1.101, H34 1.102, H35 1.110
6 C -0.01849 -1.43442 0.22455  C4 1.584, O7 1.421, H36 1.108, H37 1.106
7 O 0.94417 -0.53679 -0.31023  C6 1.421, C8 1.411
8 C 0.95298 -0.36622 -1.71118  O7 1.411, C9 1.537, B11 1.636, C14 1.602
9 C 0.76550 -1.67439 -2.49666  C8 1.537, N10 1.120
10 N 0.45162 -2.70985 -2.78620  C9 1.120
11 B 2.48825 0.07300 -2.06715  C8 1.636, N12 1.461, O13 1.409
12 N 3.16582 -0.50304 -3.22569  B11 1.461, H38 1.015, H39 1.016
13 O 3.22826 0.96315 -1.26405  B11 1.409, H40 0.967
14 C -0.03355 0.77364 -2.25336  C8 1.602, C15 1.536, C17 1.569, B22 1.615
15 C 0.50726 1.06420 -3.66092  C14 1.536, N16 1.119
16 N 0.82769 1.30628 -4.70550  C15 1.119
17 C -1.49601 0.24369 -2.46024  C14 1.569, C18 1.543, H41 1.107, H42 1.107
18 C -2.69044 1.10861 -2.00558  C17 1.543, N19 1.511, N20 1.457, N21 1.483
19 N -3.89353 0.29098 -2.41492  C18 1.511, H43 1.013, H44 1.017
20 N -2.88453 2.37925 -2.69258  C18 1.457, H45 1.015, H46 1.015
21 N -2.80281 1.25253 -0.53362  C18 1.483, H47 1.017, H48 1.017
22 B 0.17189 2.16723 -1.46277  C14 1.615, N23 1.499, O24 1.390
23 N -0.06149 3.42158 -2.25014  B22 1.499, H49 1.023, H50 1.020
24 O 0.50323 2.30838 -0.11986  B22 1.390, H51 0.970
25 H -0.10540 -2.84540 4.11531  C1 1.105
26 H -0.57696 -1.20561 4.60849  C1 1.103
27 H -1.83367 -2.46699 4.48321  C1 1.109
28 H -1.65859 -2.60445 2.03369  C2 1.107
29 H -2.11590 0.02243 3.47550  C3 1.102
30 H -3.15769 -0.75278 2.18707  C3 1.108
31 H -1.79274 0.27020 1.71348  C3 1.104
32 H 0.83337 -2.21997 2.06094  C4 1.112
33 H 0.24477 0.79228 1.91288  C5 1.101
34 H 1.88957 -0.02408 2.09411  C5 1.102
35 H 0.71997 -0.01030 3.40989  C5 1.110
36 H 0.17216 -2.49598 -0.02796  C6 1.108
37 H -1.07387 -1.16413 0.03340  C6 1.106
38 H 3.93298 0.08538 -3.53369  N12 1.015
39 H 3.45720 -1.46236 -3.05853  N12 1.016
40 H 3.33882 1.83439 -1.66969  O13 0.967
41 H -1.65337 0.06500 -3.54143  C17 1.107
42 H -1.64148 -0.75864 -2.01259  C17 1.107
43 H -4.71499 0.59517 -1.90641  N19 1.013
44 H -3.71956 -0.70178 -2.28222  N19 1.017
45 H -2.25474 2.45295 -3.48509  N20 1.015
46 H -2.71501 3.15124 -2.05561  N20 1.015
47 H -3.69926 1.67248 -0.30061  N21 1.017
48 H -2.79424 0.29304 -0.19645  N21 1.017
49 H 0.85748 3.82105 -2.45808  N23 1.023
50 H -0.53418 4.09165 -1.64316  N23 1.020
51 H 1.30377 2.85526 -0.10105  O24 0.970
52 Cl 4.40457 0.12279 4.82666  C53 1.770
53 C 4.50250 -1.53063 4.20200  Cl52 1.770, Cl54 1.770, Cl55 1.770, Cl56 1.769
54 Cl 4.85268 -1.48609 2.46735  C53 1.770
55 Cl 5.79103 -2.40499 5.04367  C53 1.770
56 Cl 2.95836 -2.35248 4.46874  C53 1.769

=====

No. 4
Density functional theory data (ωB97M-V/def2-TZVPD) for a 2-piece molecular cluster, C4H8N2O overall in a non-equilibrium geometry.

Its molecular weight is 100.12 g/mol. The energy above the lowest of the compared OMol25 structures with the same formula, charge and spin comes out at 1.884 eV. As for the SMILES: Cc1c[nH]cn1.O. Its total charge is 0. The calculation puts the lowest unoccupied orbital energy at 0.8 eV. The HOMO energy is -8.622 eV.

Bonds (Å) are listed after each position.
Cartesian coordinates (Å):
1 C -0.80460 -0.06641 -0.94747  C2 1.469, H7 1.104, H8 1.129, H9 1.085
2 C 0.10999 -0.96405 -0.22852  C1 1.469, C3 1.392, N6 1.440
3 C 0.14171 -2.35284 -0.13982  C2 1.392, N4 1.387, H10 1.052
4 N 1.30917 -2.71965 0.51359  C3 1.387, C5 1.412, H11 0.964
5 C 1.90398 -1.46653 0.77772  N4 1.412, N6 1.336, H12 1.109
6 N 1.18556 -0.36943 0.52263  C2 1.440, C5 1.336
7 H -0.25162 0.59284 -1.63899  C1 1.104
8 H -1.58864 -0.70299 -1.45165  C1 1.129
9 H -1.45653 0.58555 -0.37512  C1 1.085
10 H -0.26523 -3.06610 -0.79814  C3 1.052
11 H 1.59739 -3.57654 0.84948  N4 0.964
12 H 2.89103 -1.34905 1.26926  C5 1.109
13 O -1.80889 5.49333 0.55475  H14 0.959, H15 0.914
14 H -1.44813 4.97334 -0.16548  O13 0.959
15 H -1.51517 4.98854 1.25775  O13 0.914